C14H17Cl2NZr as an isolated structure in a non-equilibrium geometry. Source: the Open Molecules 2025 dataset; level of theory: ωB97M-V/def2-TZVPD.

Values from the calculation:
gap between HOMO and LUMO = 5.71 eV
energy above the lowest of the compared OMol25 structures with the same formula, charge and spin = 0.488 eV
charge = 0

Last column: Mulliken charge in e.
Atoms and positions in Å:
Cl 1.719 1.248 1.750  -0.518
H -0.710 1.508 3.337  0.369
H 3.283 -6.326 0.035  0.366
H -3.355 4.110 1.022  0.327
C -2.021 2.828 -0.951  -0.713
H -2.874 1.542 1.319  0.007
C 2.568 -3.422 -2.468  -0.353
H 2.362 -2.596 -3.158  0.400
C -1.612 3.283 1.913  -0.879
H -1.748 2.779 -2.017  0.357
H 3.521 -4.649 -3.951  0.384
C 2.171 -3.308 -1.123  0.510
N 0.958 -1.173 -0.373  -0.327
H -0.516 3.457 1.957  0.260
C -1.801 1.825 1.313  1.052
C 3.473 -5.619 -2.006  -0.310
C 3.079 -5.509 -0.669  -0.493
C -2.287 4.327 1.028  -0.739
H 2.113 -4.272 0.829  0.413
C -1.376 1.842 -0.068  -0.320
H 3.982 -6.512 -2.356  0.382
C 1.520 -2.144 -0.711  0.126
H -0.956 0.948 -0.700  -0.015
C 2.429 -4.367 -0.222  -0.438
Zr -0.212 0.205 0.882  0.953
H -2.184 5.039 -1.022  0.341
C -1.235 0.879 2.588  -1.090
H -0.655 4.407 -0.373  0.291
C 3.218 -4.575 -2.911  -0.567
H -3.119 2.711 -0.923  0.300
Cl -1.761 -1.626 1.015  -0.537
H -2.002 3.278 2.939  0.409
C -1.741 4.248 -0.394  -0.626
H -2.152 5.321 1.466  0.338
H -2.080 0.312 3.001  0.343


C14H17IN2O2Pd as an isolated structure in a non-equilibrium geometry. Source: the Open Molecules 2025 dataset; level of theory: ωB97M-V/def2-TZVPD.

Values from the calculation:
gap between HOMO and LUMO (alpha / beta) = 8.74 / 4.98 eV
energy above the lowest of the compared OMol25 structures with the same formula, charge and spin = 0.000 eV
charge = +2
spin multiplicity = 5

Last column: Mulliken charge in e.
Atoms and positions in Å:
I 1.932 -1.137 1.628  0.374
C -3.633 1.498 -1.516  -0.701
H -1.534 -4.570 3.982  0.277
H 0.723 -3.804 2.943  -0.111
C -0.944 1.387 -2.113  0.410
C 2.543 0.504 -1.546  0.067
H 0.422 0.605 3.645  0.386
H 3.005 2.063 -4.521  0.468
O 0.023 1.732 1.104  -0.425
C 2.505 1.663 -3.644  -0.488
H -4.681 1.517 -1.238  0.421
C -3.182 2.078 -2.701  -0.454
Pd 0.035 -0.068 0.240  0.434
N 1.215 0.640 -1.399  0.277
C 0.446 2.238 2.255  0.973
C 1.069 1.461 3.364  -1.221
H 1.189 2.110 4.257  0.357
H 0.553 2.319 -4.256  0.341
C -1.826 2.018 -2.996  -0.558
C 1.131 1.806 -3.495  -0.581
C -2.714 0.886 -0.677  -0.201
H -1.450 2.460 -3.911  0.351
C -1.102 -4.993 3.069  -0.842
C 3.225 1.000 -2.651  -0.857
C 0.503 1.285 -2.359  0.874
H 3.041 -0.023 -0.736  0.207
H 0.862 -5.221 3.992  0.305
H 2.090 1.152 3.083  0.281
O 0.208 3.510 2.476  -0.125
H -1.403 -6.045 3.015  0.296
H 4.299 0.864 -2.725  0.414
H -1.554 -4.475 2.216  0.238
C 0.423 -4.852 3.059  -0.449
H -3.871 2.566 -3.382  0.469
H -3.017 0.422 0.255  0.425
H 0.869 -5.419 2.235  0.293
N -1.398 0.823 -0.955  0.074


A 2-piece molecular cluster, C14H17N3O2 overall in a non-equilibrium geometry. Source: the Open Molecules 2025 dataset; level of theory: ωB97M-V/def2-TZVPD.

Values from the calculation:
structure (SMILES) = N#Cc1ccc(/C=C/[N+](=O)[O-])cc1.C1CCNCC1
gap between HOMO and LUMO = 7.53 eV
energy above the lowest of the compared OMol25 structures with the same formula, charge and spin = 7.425 eV
charge = 0

Last column: Mulliken charge in e.
Atoms and positions in Å:
H -1.319 0.073 2.346  0.420
C 1.719 -2.961 -1.003  -0.783
H 3.834 -2.617 -1.061  0.331
H -1.539 2.205 3.727  0.422
H -0.626 2.409 -1.179  0.398
C -0.894 3.584 0.649  -0.792
C -2.439 -0.893 -0.152  -0.914
O -3.838 -2.459 -1.253  -0.653
C -1.200 1.219 0.502  0.662
N -2.811 -1.738 -1.194  0.939
H -3.053 -0.942 0.750  0.410
H 1.525 0.571 -1.453  0.292
N -0.859 5.641 3.523  -0.496
C 1.559 -0.017 -0.525  -0.407
C -1.035 4.681 2.866  -0.092
N 0.411 -0.882 -0.473  -0.074
H -0.839 4.560 0.180  0.431
C 0.392 -2.196 -1.022  -0.682
H -1.008 0.172 -1.448  0.498
H 3.054 -1.043 0.606  0.331
H 2.896 -1.779 -2.343  0.335
C -1.372 0.033 -0.411  -0.308
H 1.481 0.706 0.293  0.290
C 2.893 -0.770 -0.444  -0.787
O -2.026 -1.691 -2.198  -0.592
H 3.719 -0.098 -0.712  0.362
C 2.919 -2.049 -1.284  -0.687
H 1.636 -3.805 -1.708  0.331
H -0.362 -2.757 -0.458  0.357
C -1.084 3.488 2.039  0.696
C -1.265 1.079 1.890  -0.247
H 1.809 -3.404 0.002  0.328
C -0.853 2.426 -0.109  -0.327
H -0.148 -0.856 0.428  0.433
H 0.011 -2.137 -2.043  0.423
C -1.289 2.244 2.668  -0.850


The molecule C14H17N3O3S2 in a non-equilibrium geometry. Source: the Open Molecules 2025 dataset; level of theory: ωB97M-V/def2-TZVPD.

Values from the calculation:
structure (SMILES) = CCCc1nnc(NC(=O)CCS(=O)(=O)c2ccccc2)s1
gap between HOMO and LUMO = 9.47 eV
energy above the lowest of the compared OMol25 structures with the same formula, charge and spin = 1.270 eV
charge = 0

Last column: Mulliken charge in e.
Atoms and positions in Å:
H 1.889 1.046 1.134  0.364
C 0.291 -2.350 1.477  -0.579
H -3.942 -2.182 -0.249  0.310
H -2.434 -0.660 1.046  0.174
C 1.877 -1.557 -0.118  -0.033
C 3.036 0.987 -0.692  -0.540
C -2.911 0.320 -0.811  -0.465
H 2.201 1.024 -1.388  0.419
S 3.456 -0.788 -0.495  1.342
H 0.000 -2.533 2.501  0.412
C 1.522 -1.779 1.198  -0.360
O 3.229 3.920 0.750  -0.617
H -4.621 -1.799 1.335  0.358
S -0.288 1.028 -0.004  0.274
N -1.010 3.392 -0.672  -0.537
H -3.744 0.523 1.164  0.365
C 0.010 2.755 -0.197  0.005
C 2.417 3.055 0.538  0.011
C -4.346 -1.383 0.369  -1.446
H -5.246 -1.004 -0.109  0.415
H -3.777 0.754 -1.313  0.351
H -1.517 -3.146 0.660  0.487
H 2.222 -1.523 1.978  0.494
H 1.055 4.430 -0.008  0.288
C -1.898 1.384 -0.648  0.224
N 1.157 3.425 0.114  -0.015
C -3.323 -0.270 0.543  -0.036
O 4.324 -0.922 0.641  -0.682
C 1.036 -1.895 -1.161  -0.303
O 3.911 -1.271 -1.769  -0.695
C -0.563 -2.692 0.440  -0.417
C -0.192 -2.469 -0.878  -0.657
N -2.058 2.623 -0.916  -0.445
H 1.365 -1.723 -2.174  0.448
H -0.855 -2.750 -1.683  0.436
H 3.602 1.469 1.303  0.510
H 3.909 1.456 -1.140  0.469
H -2.500 -0.475 -1.438  0.228
C 2.719 1.578 0.669  -0.558


C14H17N3O4 as an isolated structure in a non-equilibrium geometry. Source: the Open Molecules 2025 dataset; level of theory: ωB97M-V/def2-TZVPD.

Values from the calculation:
gap between HOMO and LUMO = 8.57 eV
energy above the lowest of the compared OMol25 structures with the same formula, charge and spin = 9.594 eV
charge = 0

Last column: Mulliken charge in e.
Atoms and positions in Å:
H 2.199 1.334 2.173  0.354
H 2.793 -4.570 -1.028  0.272
H 0.964 4.057 4.226  0.327
C 1.301 -3.589 0.438  -0.879
N -0.095 1.348 -0.587  -0.186
C -0.191 -1.976 -0.897  0.601
H -0.198 0.340 -2.732  0.242
H 1.503 -4.139 1.356  0.351
C -0.656 1.919 0.463  0.235
O -1.434 2.087 -3.730  -0.626
H -2.620 -1.241 1.236  0.261
H 0.801 0.738 -0.193  0.435
C -2.011 -0.149 -1.453  -0.743
H 2.253 3.163 1.310  0.256
H 1.333 -0.195 2.238  0.208
H -2.938 0.463 -1.102  0.265
C 0.970 3.173 1.980  -0.524
C -1.586 -1.568 0.758  -1.097
O 1.184 3.072 3.548  -0.544
H 2.125 -3.540 -2.877  0.458
H 0.207 -2.062 -3.022  0.246
H -1.818 2.982 -0.832  0.362
H 0.262 4.290 1.501  0.290
C -1.303 2.133 -2.472  0.249
C 2.041 -3.788 -0.793  -0.420
O -1.727 3.117 -1.705  -0.489
C -1.274 -1.111 -0.509  0.879
C 0.589 -2.168 -1.967  -0.110
C 1.619 -3.163 -2.033  -0.836
C -0.796 0.853 -1.814  0.264
N 1.400 0.766 1.721  -0.608
C 0.321 1.860 1.813  0.366
O -1.821 2.129 0.636  -0.695
H -2.100 -0.818 -2.285  0.458
C 0.253 -2.628 0.353  0.030
N -0.489 -2.251 1.388  0.001
H -0.445 1.913 2.593  0.061
H -0.614 -2.781 2.301  0.286


C14H17N3O4V as an isolated structure in a non-equilibrium geometry. Source: the Open Molecules 2025 dataset; level of theory: ωB97M-V/def2-TZVPD.

Values from the calculation:
gap between HOMO and LUMO (alpha / beta) = 5.94 / 5.95 eV
energy above the lowest of the compared OMol25 structures with the same formula, charge and spin = 0.376 eV
charge = +1
spin multiplicity = 3

Last column: Mulliken charge in e.
Atoms and positions in Å:
C -0.119 -1.511 -2.606  0.312
C 0.911 -2.482 -5.084  -0.326
C -0.102 -1.508 -5.061  -0.574
C 1.304 -3.078 -3.908  -0.608
H -1.998 3.881 -0.755  0.381
O 1.372 0.820 1.883  -0.615
O -0.047 -1.623 -0.161  -0.823
H -3.252 2.860 1.327  0.333
C 0.719 -2.630 -2.680  -0.367
H 2.956 -1.741 3.378  0.357
C -0.118 -0.845 -1.288  0.776
H -0.993 2.707 -1.691  0.360
C 2.925 -0.643 3.250  -0.613
O 0.573 -0.998 2.864  -0.671
H -2.726 2.593 -1.807  0.284
V -0.602 -0.599 1.432  1.031
C -0.547 -0.979 -3.841  -0.272
C -2.608 1.252 2.413  1.023
H 2.095 -3.784 -3.903  0.409
H 1.100 -3.086 -1.758  0.251
C -1.931 2.832 -1.093  -1.228
C -1.894 1.785 0.009  0.859
H 4.596 0.645 3.323  0.411
H 1.343 -2.842 -6.011  0.361
H -1.119 -0.068 -3.876  0.370
H -3.027 1.207 4.415  0.368
O -2.025 0.096 2.497  -0.766
N -1.012 0.738 -0.075  0.240
C 1.611 -0.232 2.542  1.077
H 4.189 0.304 1.820  0.368
C -3.198 1.883 3.564  -1.389
N -0.475 0.417 -1.271  -0.894
H 2.812 -0.114 4.259  0.280
H 5.060 -0.810 2.687  0.368
C -2.621 1.967 1.192  -0.858
N 4.274 -0.152 2.735  -0.293
H -0.514 -1.069 -5.948  0.389
H -2.619 2.793 3.850  0.327
H -4.294 2.016 3.377  0.362


Calculated total energy across the listed records, respectively: -1565.8612 -1228.5303 -858.2159 -1730.0406 -1008.6485 -1952.6784 hartree.